ORCA calculation (ωB97M-V/def2-TZVPD) on one molecule with the formula C5H13N2 in a non-equilibrium geometry.

```
20
C5H13N2 ωB97M-V/def2-TZVPD
C 2.24 -1.45 0.26
C 0.83 -1.02 -0.06
C 0.74 0.25 -0.79
C -0.47 1.07 -1.13
C -2.24 1.64 0.48
N -1.42 0.76 -0.05
N -0.05 -0.96 1.11
H 2.32 -2.57 0.44
H 2.84 -1.21 -0.62
H 2.60 -0.90 1.17
H 0.29 -1.79 -0.74
H 1.03 0.13 -1.96
H 1.62 0.80 -0.54
H -0.75 0.68 -2.06
H -0.40 2.13 -1.20
H -2.98 1.14 1.07
H -2.03 2.71 0.58
H -0.66 -0.13 0.74
H -0.69 -1.69 1.15
H 0.50 -0.83 1.97
```

For the HOMO energy (spin up / spin down), the calculation gives -4.02 / -7.55 eV. The energy relative to the best compared isomer or geometry (same formula, charge and spin) is 77.7 kcal per mole. As for the spin multiplicity: 2. Its expectation value of S² is 0.753. Its total energy is -8370.911 eV. Its charge is 0.

Formally, the natural (NBO) partial charges of the atoms, in units of the elementary charge, are as follows: atom 1 (C): -0.6184, atom 2 (C): -0.0554, atom 3 (C): -0.4422, atom 4 (C): -0.2197, atom 5 (C): -0.3616, atom 6 (N): -0.7069, atom 7 (N): -0.7399, atom 8 (H): 0.2231, atom 9 (H): 0.2357, atom 10 (H): 0.2062, atom 11 (H): 0.1998, atom 12 (H): 0.2121, atom 13 (H): 0.2060, atom 14 (H): 0.1576, atom 15 (H): 0.1887, atom 16 (H): 0.1501, atom 17 (H): 0.1283, atom 18 (H): 0.4291, atom 19 (H): 0.4091, atom 20 (H): 0.3984